Entry 1:
# C66H59Cl2FN6O3PSTi

C66H59Cl2FN6O3PSTi as an isolated structure in a non-equilibrium geometry (the ωB97M-V functional and the def2-TZVPD basis, the Open Molecules 2025 dataset).

Output
**LUMO (alpha / beta)**: 1.38 / 1.38 eV
**Kohn-Sham gap (alpha / beta)**: 4.189 / 4.188 eV
**Net charge**: -1

Last column: Löwdin charge in e.
Geometry (Å):
Ti: 0.41982 -0.16368 0.24716  1.12
C: -1.62964 -1.03396 -4.96891  -0.06
C: -1.29995 0.41899 -4.60463  -0.30
C: -1.81301 1.29675 -5.75525  -0.07
C: -1.64517 0.94396 -3.11504  -0.19
C: -2.57886 2.11556 -3.27836  -0.08
C: -2.50409 3.37581 -2.89358  -0.05
C: -1.33727 3.93999 -2.15167  -0.25
C: 0.56918 2.24992 -2.65392  -0.07
C: 2.09257 2.26240 -2.87185  -0.33
C: 3.05817 1.27551 -2.23022  -0.07
C: 2.28932 2.34723 -4.41274  -0.05
C: -0.21743 1.16591 -2.45701  -0.14
N: 0.32166 -0.00553 -1.78082  -0.02
C: 0.66758 -1.11650 -2.57716  -0.25
C: 1.38098 -1.03845 -3.78143  -0.05
C: 1.70930 -2.15704 -4.52801  -0.08
C: 1.33996 -3.42671 -4.10650  -0.10
C: 0.62962 -3.55179 -2.92378  -0.03
C: 0.32229 -2.41701 -2.20738  -0.24
F: -0.41048 -2.58975 -1.07972  0.03
H: -1.03590 -1.30746 -5.84568  0.08
H: -2.67653 -1.15093 -5.24510  0.07
H: -1.39592 -1.75486 -4.18673  0.07
H: -0.21807 0.50502 -4.66489  0.08
H: -2.88957 1.18477 -5.90370  0.08
H: -1.32025 0.97878 -6.67868  0.08
H: -1.59907 2.35441 -5.60436  0.07
H: -3.48821 1.81579 -3.78744  0.11
H: -3.34016 4.03396 -3.10926  0.11
H: -1.44785 5.02519 -2.08457  0.14
H: 2.43580 3.21636 -2.48652  0.10
H: 2.87536 0.22279 -2.41837  0.02
H: 3.08732 1.41767 -1.16113  0.05
H: 4.05983 1.50731 -2.60778  0.09
H: 3.20243 1.82961 -4.71663  0.07
H: 2.37082 3.38559 -4.74388  0.08
H: 1.45506 1.90560 -4.96355  0.07
H: 1.67580 -0.06442 -4.13854  0.09
H: 2.25807 -2.02900 -5.45294  0.11
H: 1.58912 -4.30292 -4.69080  0.10
H: 0.29212 -4.50829 -2.54603  0.12
N: -1.59854 -1.11901 0.99385  0.06
C: -2.22550 -1.48526 2.18519  -0.21
C: -3.20765 -0.72294 2.76266  -0.01
C: -3.79940 -1.10189 3.98557  -0.07
C: -3.42150 -2.24051 4.63665  -0.05
C: -2.44396 -3.07940 4.04674  -0.16
C: -2.02117 -4.29904 4.62117  -0.02
C: -1.11256 -5.08055 3.96852  -0.06
C: -0.62351 -4.64499 2.71810  -0.14
N: -0.97374 -3.51526 2.16358  0.13
C: -1.86205 -2.71920 2.81172  -0.15
H: -1.24495 -1.97177 0.56936  0.06
H: -2.16988 -0.55035 0.29344  0.06
H: -3.52791 0.18622 2.27104  0.11
H: -4.56375 -0.46287 4.41082  0.11
H: -3.86627 -2.52300 5.58323  0.11
H: -2.43300 -4.60245 5.57732  0.11
H: -0.77164 -6.01905 4.38496  0.10
H: 0.08473 -5.25681 2.16573  0.11
O: 3.24427 0.20302 0.68488  -0.03
C: 2.20594 0.77004 0.99349  -0.30
C: 2.28716 1.78591 2.11083  -0.20
C: 3.46332 1.98274 2.82271  -0.01
C: 3.48293 2.88183 3.87541  -0.07
C: 2.32952 3.58598 4.21092  -0.07
C: 1.15636 3.39079 3.49651  -0.06
C: 1.13708 2.48479 2.44093  -0.31
P: -0.28406 2.15360 1.34911  1.14
C: -0.20203 3.45700 0.08810  -0.41
C: 0.95256 4.25869 -0.04404  -0.13
C: 1.32812 4.99339 -1.20613  -0.16
C: 0.94662 4.76856 -2.48767  -0.15
C: 0.00192 3.67414 -2.91473  -0.20
C: -1.25221 3.34629 -0.77765  -0.14
C: -1.67176 2.54583 2.46926  -0.33
C: -2.65305 3.49043 2.18807  -0.07
C: -3.66359 3.74054 3.10829  -0.08
C: -3.69250 3.06208 4.31801  -0.09
C: -2.71090 2.12254 4.60658  -0.10
C: -1.71437 1.85633 3.68196  -0.12
H: 4.34010 1.40868 2.54893  0.11
H: 4.39269 3.02971 4.44520  0.10
H: 2.34532 4.29080 5.03364  0.10
H: 0.26242 3.94334 3.75945  0.11
H: 1.59319 4.36692 0.82258  0.06
H: 2.06459 5.77737 -1.04640  0.09
H: 1.32486 5.43397 -3.25740  0.09
H: -0.19227 3.79927 -3.98488  0.14
H: -2.01630 2.61336 -0.55422  0.06
H: -2.62140 4.03223 1.25166  0.10
H: -4.42594 4.47436 2.87806  0.10
H: -4.47978 3.26309 5.03423  0.10
H: -2.72858 1.58337 5.54562  0.10
H: -0.95694 1.11042 3.89970  0.11
N: -7.11899 0.78468 -3.30026  0.07
C: -6.21647 -0.20828 -3.32443  -0.83
S: -6.52136 -1.60376 -4.17660  0.56
C: -4.98413 0.09948 -2.55632  -0.30
C: -5.02344 1.00345 -1.43472  -0.10
C: -3.88526 1.00309 -0.65718  -0.22
N: -2.72035 0.42774 -0.92875  -0.01
C: -2.51081 -0.08761 -2.28093  -0.26
C: -3.82124 -0.47221 -2.92721  -0.02
H: -7.96499 0.67820 -3.83153  0.08
H: -6.89116 1.66213 -2.86312  0.09
H: -5.93988 1.42029 -1.04158  0.07
H: -3.94583 1.46647 0.33207  0.09
H: -1.90908 -0.99584 -2.21076  0.11
H: -3.85266 -1.24368 -3.68005  0.06
Cl: 3.77079 -2.21180 -1.39761  0.84
C: 3.77984 -3.61758 -0.38329  -0.55
C: 3.45700 -4.83108 -0.95046  -0.11
C: 3.50710 -5.99118 -0.18934  -0.10
C: 3.92906 -5.90763 1.12345  -0.13
C: 4.26606 -4.68248 1.68087  -0.58
Cl: 4.87906 -4.71012 3.31400  0.73
C: 4.15060 -3.47846 0.97111  -0.30
N: 4.43535 -2.22637 1.46187  0.09
C: 4.33900 -1.77154 2.81280  -0.25
C: 5.43723 -1.08969 3.32293  -0.03
C: 5.40865 -0.53722 4.59166  -0.09
C: 4.26487 -0.66265 5.36629  -0.08
C: 3.16648 -1.33488 4.85663  -0.02
C: 3.17925 -1.89598 3.58297  -0.16
C: 1.92588 -2.55992 3.06111  -0.03
C: 1.24697 -1.63118 2.09078  -0.60
O: 0.65305 -0.60990 2.49537  -0.03
O: 1.34128 -1.83842 0.83304  -0.09
H: 3.16417 -4.85269 -1.99138  0.10
H: 3.24489 -6.94629 -0.62333  0.10
H: 4.02005 -6.79308 1.73803  0.10
H: 4.23340 -1.47996 0.80287  0.06
H: 6.31845 -1.00786 2.69942  0.12
H: 6.27540 -0.01072 4.97144  0.10
H: 4.22174 -0.23070 6.35810  0.10
H: 2.26125 -1.41516 5.44752  0.12
H: 1.24007 -2.73068 3.89177  0.13
H: 2.12292 -3.50881 2.56952  0.11

Force components x, y, z for each atom (eV/Å):
Ti -1.2 0.6 -0.8
C 0.0 0.0 0.0
C 0.0 0.0 0.0
C 0.0 0.0 0.0
C 0.2 0.0 0.0
C 0.0 0.1 -0.1
C 0.1 0.0 0.1
C -0.2 0.0 0.3
C 0.1 0.2 0.0
C 0.0 0.0 0.1
C 0.0 -0.1 -0.1
C 0.0 0.0 0.0
C -0.3 0.3 0.0
N 0.2 -0.4 1.0
C 0.1 -0.4 -0.1
C 0.0 0.1 0.0
C 0.0 0.0 0.0
C 0.0 0.0 0.1
C 0.0 0.0 0.0
C 0.0 0.1 -0.1
F 0.0 0.0 0.1
H 0.0 0.0 0.0
H 0.0 0.0 0.0
H 0.0 0.0 0.0
H 0.0 0.0 0.0
H 0.0 0.0 0.0
H 0.0 0.0 0.0
H 0.0 0.0 0.0
H 0.0 0.0 0.0
H 0.0 0.0 0.0
H 0.0 -0.1 -0.1
H -0.1 0.1 0.0
H 0.0 0.0 0.0
H 0.0 0.1 0.0
H 0.0 0.0 0.0
H 0.0 0.0 0.0
H -0.1 0.0 0.0
H 0.0 0.0 0.0
H 0.0 0.0 0.0
H 0.0 0.0 0.0
H 0.0 0.0 0.0
H 0.0 0.0 0.0
N 0.8 -0.2 -0.6
C -0.2 0.3 0.3
C 0.0 0.0 0.0
C 0.0 0.0 0.0
C 0.1 0.0 -0.1
C 0.0 0.0 0.0
C 0.0 0.0 0.0
C 0.0 0.0 0.0
C 0.0 0.0 0.0
N 0.0 0.0 0.0
C 0.0 0.0 0.0
H -0.3 -0.2 -0.1
H -0.3 0.2 -0.2
H 0.0 0.0 0.0
H 0.0 0.0 0.0
H 0.0 0.0 0.0
H 0.0 0.0 0.0
H 0.0 0.0 0.0
H 0.0 0.0 0.0
O -0.7 0.3 -0.1
C 1.2 0.2 0.6
C -0.3 -0.1 -0.2
C 0.1 -0.1 0.0
C 0.0 0.0 0.0
C 0.0 0.0 0.0
C 0.0 0.0 0.0
C -0.1 -0.1 0.0
P 0.5 0.8 -0.4
C -0.3 0.1 -0.4
C 0.5 -0.3 0.4
C -0.1 -0.3 -0.1
C 0.2 0.1 -0.3
C 0.4 0.2 0.1
C -0.5 -0.2 0.4
C -0.1 -0.5 0.1
C 0.0 0.1 -0.1
C 0.0 0.0 0.0
C 0.0 0.0 0.0
C 0.0 0.0 0.0
C 0.0 0.0 0.0
H 0.0 0.0 0.0
H 0.0 0.0 0.0
H 0.0 0.0 0.0
H 0.0 0.0 0.0
H 0.0 0.1 0.0
H 0.0 0.0 0.0
H -0.1 0.0 0.0
H 0.0 0.0 0.0
H 0.1 -0.1 -0.1
H 0.1 0.0 0.0
H 0.0 0.0 0.0
H 0.0 0.0 0.0
H 0.0 0.0 0.0
H 0.0 0.0 0.0
N 0.0 0.0 0.0
C 0.1 0.1 0.0
S 0.0 0.0 0.0
C -0.1 0.0 0.1
C 0.1 0.0 -0.1
C 0.0 0.0 0.1
N 0.0 -0.3 0.2
C 0.0 0.0 0.0
C 0.0 0.0 0.0
H 0.0 0.0 0.0
H 0.0 0.0 0.0
H 0.0 0.0 0.0
H 0.0 0.0 0.0
H 0.0 0.0 0.1
H 0.0 0.0 0.0
Cl 0.0 -0.1 0.0
C 0.0 0.0 -0.1
C 0.0 0.0 0.0
C 0.0 0.0 0.0
C 0.0 0.0 0.0
C -0.1 0.0 0.0
Cl 0.0 0.0 0.0
C 0.0 0.0 0.1
N 0.0 0.0 0.0
C 0.0 -0.1 -0.1
C 0.0 0.0 0.0
C 0.0 0.0 0.0
C 0.0 0.0 0.0
C 0.0 0.0 0.0
C 0.1 0.0 0.0
C 0.0 0.0 0.0
C 0.0 0.0 0.7
O 0.2 -0.2 -0.1
O -0.2 0.2 -0.5
H 0.0 0.0 0.0
H 0.0 0.0 0.0
H 0.0 0.0 0.0
H 0.0 0.0 0.0
H 0.0 0.0 0.0
H 0.0 0.0 0.0
H 0.0 0.0 0.0
H 0.0 0.0 0.0
H 0.0 0.0 0.0
H 0.1 0.0 0.0

Entry 2:
# H4NO2SSi

H4NO2SSi as an isolated structure in a non-equilibrium geometry (the ωB97M-V functional and the def2-TZVPD basis, the Open Molecules 2025 dataset).

Output
**LUMO**: 3.99 eV
**Energy relative to the best compared isomer or geometry (same formula, charge and spin)**: 28.2 kcal/mol
**Kohn-Sham gap**: 8.496 eV
**Net charge**: -1

Last column: Löwdin charge in e.
Geometry (Å):
N: 0.09760 -0.27067 -1.27633  -0.53
O: 1.78705 1.10384 0.21224  -0.57
O: 1.59979 -1.26894 0.63478  -0.38
Si: -1.07728 0.22565 -0.28719  0.22
S: 1.61843 -0.04881 -0.64901  0.66
H: 0.77197 -1.08145 1.01560  -0.09
H: -0.73664 0.38690 1.13635  -0.09
H: -1.63327 1.50161 -0.66776  -0.12
H: -2.42766 -0.54813 -0.11869  -0.10

Force components x, y, z for each atom (eV/Å):
N 4.1 -0.5 -0.4
O -0.1 1.8 0.2
O 2.0 -0.3 -1.8
Si -3.2 0.5 1.7
S -1.6 -2.7 -0.6
H -1.8 0.3 1.1
H 0.2 0.0 0.5
H -0.4 1.0 -0.2
H 0.9 -0.1 -0.4

Entry 3:
# C6H6O2

One molecule with the formula C6H6O2 in a non-equilibrium geometry (the ωB97M-V functional and the def2-TZVPD basis, the Open Molecules 2025 dataset).

Output
**LUMO**: 0.94 eV
**Energy relative to the best compared isomer or geometry (same formula, charge and spin)**: 95.7 kcal/mol
**Kohn-Sham gap**: 9.581 eV

Last column: Löwdin charge in e.
Geometry (Å):
C: 0.44480 -0.58948 1.57641  -0.10
C: -0.83947 -0.45213 1.20982  -0.05
C: -1.19018 -0.20938 -0.18658  -0.31
C: -0.49391 0.96508 -0.66089  -0.22
C: 0.74177 0.36816 -1.30898  -0.02
C: 1.63879 -0.27111 -0.54574  -0.14
H: 0.67649 -0.85564 2.59867  0.12
H: -1.58295 -0.88122 1.97447  0.14
H: -1.15258 -1.14268 -0.69607  0.15
H: -0.30676 1.71004 0.16276  0.17
H: 0.76657 0.39450 -2.43360  0.13
H: 2.41926 -0.88322 -0.98181  0.12
O: 1.58723 -0.41837 0.80821  -0.03
O: -1.91608 0.76729 -0.94931  0.04

Force components x, y, z for each atom (eV/Å):
C -0.5 0.4 -0.9
C -1.7 -1.3 2.9
C -0.4 -0.2 0.6
C 1.2 -0.3 0.7
C -0.3 1.0 -1.9
C -1.2 0.0 -1.4
H 0.3 -0.1 -0.2
H 1.1 1.0 -1.0
H 0.2 -0.4 -1.0
H -0.3 -0.6 -1.2
H 0.5 -0.3 1.3
H 0.3 0.4 0.1
O -0.2 0.0 1.4
O 1.1 0.4 0.7

Entry 4:
# C5H13NO

One molecule with the formula C5H13NO in a non-equilibrium geometry (the ωB97M-V functional and the def2-TZVPD basis, the Open Molecules 2025 dataset).

Output
**LUMO**: 1.00 eV
**Energy relative to the best compared isomer or geometry (same formula, charge and spin)**: 48.4 kcal/mol
**Kohn-Sham gap**: 9.940 eV

Last column: Löwdin charge in e.
Geometry (Å):
C: 0.31352 -0.91867 -1.46049  -0.20
O: 1.19721 -0.60533 -2.51524  -0.10
C: 0.04001 0.52895 -0.72105  -0.30
C: 0.07257 0.30925 0.87094  -0.38
C: -1.07990 -0.60109 1.46790  -0.06
C: 1.49377 0.15517 1.41285  -0.08
N: -1.28055 1.04034 -1.22334  0.03
H: 0.90356 -1.59053 -0.85532  0.11
H: -0.68888 -1.22667 -1.78637  0.11
H: 0.63454 -0.03281 -3.11405  0.11
H: 0.78622 1.27083 -0.90783  0.12
H: -0.30955 1.39425 1.19786  0.14
H: -1.99754 0.02971 1.48331  0.08
H: -0.91459 -0.87635 2.45257  0.03
H: -1.12231 -1.58233 0.89102  0.09
H: 2.24574 0.85822 1.08741  0.08
H: 1.89124 -0.81293 1.19465  0.07
H: 1.34000 0.29816 2.44931  0.06
H: -2.08278 0.48895 -1.28916  0.03
H: -1.44228 1.87289 -0.63497  0.07

Force components x, y, z for each atom (eV/Å):
C 0.4 3.8 0.7
O -1.4 0.5 -2.1
C -2.4 -4.0 1.6
C -1.8 3.4 -0.8
C 0.7 0.3 -3.0
C -1.1 -0.2 -0.4
N 3.1 2.5 0.8
H -0.5 -0.4 0.5
H 0.5 -0.7 0.1
H 1.3 -0.8 0.7
H 0.6 0.2 -0.6
H 1.0 -1.9 -0.3
H 0.4 -1.0 -0.5
H 0.7 -0.4 2.1
H -0.5 1.3 0.5
H -0.2 0.5 -0.4
H 0.2 -0.9 0.1
H 0.5 -0.2 1.4
H -1.0 -1.4 0.4
H -0.5 -0.6 -0.8

Entry 5:
# C2H5NO2S

One molecule with the formula C2H5NO2S in a non-equilibrium geometry (the ωB97M-V functional and the def2-TZVPD basis, the Open Molecules 2025 dataset).

Output
**LUMO**: 0.65 eV
**Energy relative to the best compared isomer or geometry (same formula, charge and spin)**: 49.8 kcal/mol
**Kohn-Sham gap**: 9.511 eV

Last column: Löwdin charge in e.
Geometry (Å):
C: -0.67033 0.04652 -0.01648  -0.55
C: -1.24460 -1.16691 -0.73277  -0.04
N: 1.24971 1.48977 1.03053  -0.17
O: -0.99614 1.18311 -0.01030  0.06
O: 1.64075 -0.68394 -0.49855  -0.55
S: 0.98862 -0.19342 0.81615  0.94
H: -0.95061 -1.25446 -1.73942  0.06
H: -0.95803 -2.23071 -0.35776  0.12
H: -2.32037 -1.05433 -0.70151  0.08
H: 1.73167 2.00790 0.33555  0.05
H: 1.52934 1.85647 1.87457  0.01

Force components x, y, z for each atom (eV/Å):
C 1.0 -0.4 0.3
C -0.2 -1.5 1.7
N -0.6 -1.9 -1.4
O -1.8 0.0 -0.9
O -0.5 0.8 2.2
S 1.4 0.5 -1.9
H 0.5 0.6 -1.4
H -0.3 2.2 0.1
H -0.3 -0.1 0.0
H 0.1 -0.1 -1.3
H 0.6 0.0 2.7

Entry 6:
# C5H11NO

An isolated ion of composition C5H11NO and charge +1 in a non-equilibrium geometry (the ωB97M-V functional and the def2-TZVPD basis, the Open Molecules 2025 dataset).

Output
**LUMO (alpha / beta)**: -4.81 / -9.29 eV
**Energy relative to the best compared isomer or geometry (same formula, charge and spin)**: 59.3 kcal/mol
**Kohn-Sham gap (alpha / beta)**: 11.149 / 6.554 eV
**Net charge**: +1
**2S+1**: 2

Last column: Mulliken spin population.
Geometry (Å):
O: 0.92600 2.74474 -0.67130  0.33
C: 1.15999 1.59431 -0.64495  0.11
C: -0.03158 0.58724 -0.86299  0.11
C: 0.18110 -0.69323 0.00155  -0.01
C: -1.16561 -1.43795 0.11711  0.02
C: 0.92604 -0.49983 1.34667  0.03
N: -1.37004 1.10744 -0.84841  0.29
H: 2.16540 1.11398 -0.53783  0.06
H: 0.24109 0.26658 -1.88678  0.04
H: 0.89152 -1.34661 -0.53460  0.01
H: -1.90307 -0.92285 0.72798  0.00
H: -1.04157 -2.42032 0.57765  0.00
H: -1.49278 -1.69157 -0.91102  0.00
H: 0.55904 0.35415 1.91420  0.00
H: 0.80541 -1.43318 1.89049  0.00
H: 1.99245 -0.52770 1.15416  0.00
H: -1.22404 2.11539 -0.97779  0.01
H: -1.61936 1.08943 0.14588  0.01

Force components x, y, z for each atom (eV/Å):
O 0.7 -0.1 0.2
C 0.3 1.3 -0.2
C -1.6 -3.1 -0.4
C 0.3 -0.4 0.1
C 0.5 -0.7 -0.6
C -0.5 -0.6 -0.6
N 3.3 1.5 2.0
H -0.5 0.1 0.0
H 0.1 0.6 -0.2
H -0.5 0.3 -0.3
H -0.2 0.1 -0.3
H 0.4 0.2 0.2
H -0.4 0.5 0.6
H 0.3 0.0 0.2
H -0.4 0.2 0.4
H 0.3 0.8 0.1
H -1.1 -0.1 -1.0
H -1.0 -0.5 -0.3